# 1
112
Properties=species:S:1:pos:R:3:mulliken_charge:R:1 method="wB97M-V/def2-TZVPD" gap_ev=2.2 spin_multiplicity=1 e_homo_ev=-5.50
C 12.134 -1.622 0.989 -0.87
C 12.666 -1.410 -0.438 -0.31
N 11.745 -1.960 -1.502 -0.42
C 10.374 -1.633 -1.141 -0.44
C 9.513 -2.631 -0.791 -0.56
C 8.218 -2.315 -0.412 0.69
C 7.831 -0.989 -0.397 0.29
C 8.696 0.027 -0.794 0.06
P 8.268 1.820 -0.833 1.06
O 9.508 2.600 -1.529 -0.53
O 8.213 2.279 0.711 -0.53
S 6.681 2.219 -1.847 -0.45
C 9.992 -0.292 -1.173 -1.12
C 6.430 -0.710 0.080 0.21
O 6.135 0.354 0.603 -0.60
C 5.382 -1.782 -0.038 0.58
C 4.069 -1.397 -0.099 -0.51
C 3.082 -2.383 -0.190 0.71
C 1.627 -1.967 -0.299 -0.93
C 1.329 -0.630 0.461 -1.47
C 1.464 0.619 -0.456 1.08
C 0.078 1.253 -0.753 -1.59
C 2.285 1.727 0.301 -1.49
C 3.502 -3.705 -0.183 -0.71
C 4.820 -4.083 -0.122 -1.05
C 5.800 -3.108 -0.059 0.30
C 7.248 -3.421 -0.014 0.02
O 7.686 -4.521 0.289 -0.65
H 13.007 -1.585 1.655 0.40
H 11.498 -0.793 1.315 0.21
H 11.645 -2.592 1.117 0.28
H 13.598 -1.981 -0.506 0.40
H 12.830 -0.346 -0.655 0.26
H 11.956 -1.454 -2.356 0.39
H 9.829 -3.671 -0.806 0.55
H 9.217 2.701 -2.449 0.33
H 8.450 1.517 1.262 0.41
H 10.722 0.456 -1.470 0.59
H 3.846 -0.337 -0.090 0.30
H 0.976 -2.785 0.012 0.50
H 1.435 -1.820 -1.380 0.29
H 2.037 -0.598 1.302 0.46
H 0.337 -0.711 0.907 0.73
H 1.903 0.395 -1.438 0.34
H -0.478 0.700 -1.537 0.01
H 0.291 2.248 -1.180 0.50
H -0.488 1.413 0.170 0.39
H 1.753 2.689 0.288 0.46
H 2.396 1.458 1.357 0.31
H 3.273 1.859 -0.156 0.26
H 2.721 -4.464 -0.228 0.46
H 5.122 -5.127 -0.130 0.46
O 11.381 1.241 1.753 -0.68
H 10.888 1.118 0.933 0.23
H 11.035 2.064 2.116 0.34
F -0.363 -2.341 1.135 -0.93
C -3.822 -0.042 -3.926 -0.33
C -5.064 -0.379 -3.125 -0.26
O -4.598 -1.229 -2.072 -0.36
S -3.094 -0.791 -1.664 1.10
O -3.169 0.058 -0.530 -0.34
O -2.279 -1.937 -1.710 -0.50
O -2.784 0.120 -2.955 -0.35
H -3.544 -0.864 -4.589 0.28
H -3.941 0.869 -4.509 0.26
H -5.819 -0.887 -3.720 0.36
H -5.498 0.517 -2.673 0.18
C -5.655 2.932 1.952 -0.99
C -5.608 2.951 3.273 0.00
C -5.635 1.724 4.106 1.48
O -5.563 1.879 5.327 -0.73
C -5.742 0.450 3.452 -0.93
C -5.791 0.388 2.105 0.40
C -5.739 1.635 1.261 0.98
O -5.765 1.531 0.062 -0.50
O -5.883 -0.754 1.462 -0.57
O -5.523 4.089 4.013 -0.72
H -5.631 3.828 1.347 0.45
H -5.774 -0.435 4.074 0.56
H -5.889 -0.541 0.508 0.29
H -5.514 3.751 4.924 0.25
C -10.241 -2.052 7.211 -1.00
C -8.794 -2.504 7.113 -0.35
O -7.981 -1.658 6.318 -0.39
C -7.870 -0.313 6.741 0.67
C -7.282 -0.154 8.133 -1.19
H -10.685 -1.977 6.217 0.29
H -10.820 -2.762 7.801 0.39
H -10.332 -1.073 7.685 0.26
H -8.759 -3.486 6.640 0.34
H -8.355 -2.625 8.110 0.30
H -8.841 0.190 6.667 0.26
H -7.213 0.176 6.023 -0.63
H -7.906 -0.621 8.896 0.36
H -7.184 0.903 8.383 0.35
H -6.297 -0.619 8.185 0.32
C -8.830 2.105 -6.894 -1.11
C -7.747 3.033 -6.384 -0.20
O -6.445 2.439 -6.477 -0.31
C -5.929 2.371 -7.707 0.72
O -6.449 2.766 -8.717 -0.56
O -4.742 1.770 -7.624 -0.26
C -4.118 1.533 -8.889 -0.67
H -8.788 1.148 -6.372 0.28
H -9.814 2.549 -6.744 0.37
H -8.707 1.899 -7.956 0.32
H -7.909 3.235 -5.326 0.30
H -7.760 3.992 -6.903 0.31
H -4.027 2.456 -9.459 0.29
H -4.682 0.791 -9.452 0.30
H -3.123 1.145 -8.688 0.22
Na -4.638 4.887 5.771 1.00



# 2
78
Properties=species:S:1:pos:R:3:mulliken_charge:R:1 method="wB97M-V/def2-TZVPD" s_squared=2.009 gap_ev="6.8 / 7.3" spin_multiplicity=3 total_charge=+2 e_homo_ev="-13.87 / -13.85"
C 0.710 -1.021 -2.378 -0.27
C -0.326 -1.454 -1.530 0.56
C -1.624 -1.582 -2.055 -0.71
C -1.870 -1.323 -3.402 -0.79
C -0.827 -0.928 -4.247 -0.49
C 0.459 -0.753 -3.723 -0.86
P -0.008 -1.690 0.272 1.45
C -1.283 -2.928 0.742 0.86
C -2.359 -2.511 1.545 0.15
C -3.388 -3.415 1.842 -0.94
C -3.344 -4.725 1.354 -0.64
C -2.256 -5.141 0.569 -0.69
C -1.220 -4.249 0.267 -0.33
Pr -0.638 0.406 2.447 1.29
P 0.017 1.712 0.033 1.10
C -1.390 1.789 -1.100 1.16
C -1.222 2.149 -2.446 -0.94
C -2.339 2.214 -3.280 -0.65
C -3.616 1.904 -2.798 -0.68
C -3.772 1.503 -1.468 -0.86
C -2.669 1.445 -0.620 -0.18
C -0.281 3.086 1.242 0.47
C 0.574 3.152 2.373 -0.37
C 0.408 4.200 3.291 -0.74
C -0.592 5.148 3.107 -0.64
C -1.448 5.058 2.002 -0.62
C -1.290 4.051 1.055 -0.87
C 1.600 2.054 -0.738 0.72
C 2.672 1.158 -0.547 -0.48
C 3.910 1.441 -1.119 -0.49
C 4.102 2.625 -1.842 -0.66
C 3.048 3.536 -1.973 -0.70
C 1.797 3.266 -1.412 -0.53
C 1.564 -2.632 0.289 0.54
C 2.006 -3.418 -0.788 -0.28
C 3.213 -4.126 -0.690 -0.81
C 3.986 -4.061 0.477 -0.59
C 3.544 -3.279 1.554 -0.71
C 2.338 -2.582 1.468 -0.62
H 1.431 2.464 2.473 0.72
H 1.068 4.239 4.160 0.48
H -0.716 5.966 3.822 0.42
H -2.244 5.793 1.874 0.46
H -1.967 3.964 0.200 0.42
H -0.228 2.365 -2.837 0.51
H -2.205 2.479 -4.328 0.47
H -4.480 1.946 -3.463 0.43
H -4.753 1.217 -1.087 0.44
H -2.824 1.123 0.418 0.08
H 2.522 0.254 0.049 0.27
H 4.735 0.743 -0.994 0.49
H 5.075 2.848 -2.285 0.43
H 3.198 4.469 -2.510 0.44
H 0.985 3.992 -1.491 0.48
H 1.425 -3.485 -1.711 0.47
H 3.548 -4.723 -1.540 0.44
H 4.930 -4.609 0.542 0.42
H 4.145 -3.209 2.462 0.45
H 1.988 -1.993 2.322 0.34
H -2.449 -1.471 1.925 -0.19
H -4.224 -3.077 2.454 0.43
H -4.149 -5.427 1.584 0.41
H -2.212 -6.162 0.189 0.45
H -0.375 -4.576 -0.343 0.41
H -2.449 -1.901 -1.415 0.42
H -2.889 -1.398 -3.789 0.45
H -1.022 -0.704 -5.297 0.12
H 1.265 -0.391 -4.366 0.43
H 1.726 -0.897 -2.001 0.67
H -0.096 0.143 -7.191 0.02
H 0.652 0.129 -7.114 0.00
Cl -0.939 -1.082 7.077 -0.12
C 0.429 -0.059 6.557 0.00
Cl 2.030 -0.765 6.870 -0.11
C 0.255 0.216 5.054 0.52
O -0.147 1.363 4.649 -0.57
O 0.422 -0.752 4.214 -0.53
H 0.356 0.888 7.096 0.35



# 3
15
Properties=species:S:1:pos:R:3:nbo_charge:R:1 method="wB97M-V/def2-TZVPD" relative_energy_ev=1.116 gap_ev=10.3 spin_multiplicity=1 e_homo_ev=-8.94
C -0.313 -0.001 2.421 -0.61
C -0.033 0.767 1.095 -0.43
C 0.190 -0.225 -0.076 -0.18
C -0.142 0.164 -1.313 -0.19
C 0.311 -0.552 -2.550 -0.65
H 0.501 -0.004 3.143 0.21
H -0.492 -1.042 2.170 0.20
H -1.187 0.478 2.858 0.21
H 0.838 1.400 1.246 0.21
H -0.887 1.350 0.758 0.20
H 0.697 -1.157 0.146 0.19
H -0.841 0.992 -1.343 0.19
H 1.336 -0.254 -2.786 0.22
H -0.350 -0.286 -3.374 0.21
H 0.373 -1.630 -2.396 0.22



# 4
67
Properties=species:S:1:pos:R:3:nbo_charge:R:1 method="wB97M-V/def2-TZVPD" s_squared=8.771 relative_energy_ev=0.000 gap_ev="7.5 / 6.7" spin_multiplicity=6 total_charge=+2 e_homo_ev="-15.37 / -16.05"
Ru -0.418 0.559 -0.177 1.24
F 2.441 0.117 3.947 -0.29
C 3.161 0.760 3.049 0.78
F 3.858 1.716 3.609 -0.26
F 3.951 -0.087 2.410 -0.30
S 2.028 1.506 1.801 2.23
O 1.244 0.328 1.274 -0.97
O 2.815 2.111 0.735 -0.92
N 1.245 2.477 2.673 -1.20
S -0.319 2.761 2.623 2.24
O -0.643 4.070 2.190 -0.82
O -0.992 1.598 1.999 -1.00
C -0.765 2.615 4.403 0.76
F -0.439 3.727 5.013 -0.27
F -2.072 2.413 4.459 -0.29
F -0.127 1.585 4.948 -0.30
C -0.479 -1.420 2.873 -0.96
P -1.480 -1.097 1.423 1.19
C -3.149 -0.712 1.960 -0.96
C -1.527 -2.672 0.547 -0.39
C -1.696 -3.890 1.206 -0.12
C -1.693 -5.076 0.485 -0.17
C -1.524 -5.056 -0.895 -0.15
C -1.376 -3.850 -1.561 -0.17
C -1.376 -2.658 -0.835 -0.40
P -1.411 -1.070 -1.676 1.21
C -0.556 -1.252 -3.241 -0.97
C -3.136 -0.775 -2.091 -0.95
H -1.035 -2.122 3.497 0.26
H -0.312 -0.503 3.430 0.28
H 0.471 -1.856 2.579 0.27
H -3.472 -1.530 2.607 0.27
H -3.817 -0.631 1.106 0.27
H -3.153 0.228 2.509 0.29
H -1.821 -3.929 2.283 0.23
H -1.817 -6.019 1.001 0.25
H -1.514 -5.983 -1.454 0.25
H -1.264 -3.851 -2.639 0.23
H -1.114 -1.968 -3.847 0.28
H 0.460 -1.610 -3.094 0.25
H -0.560 -0.292 -3.758 0.28
H -3.461 -1.687 -2.599 0.27
H -3.235 0.089 -2.740 0.30
H -3.732 -0.620 -1.197 0.27
F -2.675 1.331 -0.199 -0.59
P -2.498 2.754 -1.118 2.63
F -2.143 3.998 -1.988 -0.54
F -3.153 3.565 0.038 -0.54
F -3.844 2.445 -1.856 -0.55
F -1.012 2.837 -0.336 -0.58
F -1.684 1.773 -2.203 -0.60
C 3.742 2.717 -2.205 -1.14
Ge 2.985 1.067 -1.635 1.74
C 2.950 -0.363 -3.378 -0.55
C 4.301 -0.125 -0.868 -1.05
C 1.039 1.273 -1.553 -1.14
H 4.733 2.550 -2.630 0.27
H 3.838 3.352 -1.323 0.29
H 3.109 3.215 -2.938 0.27
H 3.961 -0.149 -3.723 0.24
H 2.136 0.062 -3.959 0.23
H 2.799 -1.343 -2.939 0.22
H 4.972 -0.453 -1.658 0.26
H 3.833 -0.981 -0.387 0.25
H 4.823 0.516 -0.162 0.28
H 0.659 1.193 -2.567 0.25
H 0.944 2.325 -1.247 0.28



# 5
12
Properties=species:S:1:pos:R:3:nbo_charge:R:1 method="wB97M-V/def2-TZVPD" relative_energy_ev=2.729 gap_ev=8.9 spin_multiplicity=1 e_homo_ev=-8.16
C 2.845 0.998 -0.137 -0.83
C -0.613 -1.023 0.100 0.23
H 2.430 1.739 0.676 0.24
H 2.685 1.727 -1.042 0.23
H 3.925 0.907 0.201 0.26
H -0.355 -2.056 -0.196 0.14
H -2.545 -1.448 0.312 0.38
H -1.947 1.160 1.296 0.12
N 0.362 -0.191 0.266 -0.67
N -2.008 -0.881 -0.256 -0.69
S 1.909 -0.512 -0.007 0.48
S -2.288 0.864 -0.062 0.12



# 6
76
Properties=species:S:1:pos:R:3:nbo_charge:R:1 method="wB97M-V/def2-TZVPD" s_squared=3.773 relative_energy_ev=0.440 gap_ev="6.4 / 5.8" spin_multiplicity=4 total_charge=+4 e_homo_ev="-18.90 / -18.89"
Re 0.136 0.221 0.649 1.62
N -0.412 1.001 -1.338 -0.82
C 0.130 0.045 -2.366 -0.17
C -0.515 0.152 -3.752 -0.42
C -1.910 -0.478 -3.955 -0.43
C -2.164 -0.953 -5.393 -0.21
N -1.471 -2.179 -5.786 -0.57
C -2.033 -3.296 -6.272 0.68
N -1.254 -4.220 -6.826 -0.74
N -3.340 -3.521 -6.194 -0.75
C 0.086 -1.346 -1.749 0.77
O 0.259 -2.360 -2.331 -0.46
O -0.164 -1.343 -0.375 -0.69
H -1.429 1.037 -1.415 0.42
H -0.070 1.945 -1.525 0.44
H 1.191 0.290 -2.467 0.26
H 0.205 -0.251 -4.466 0.24
H -0.563 1.220 -3.982 0.24
H -2.670 0.286 -3.781 0.23
H -2.105 -1.291 -3.251 0.22
H -1.884 -0.162 -6.092 0.23
H -3.232 -1.095 -5.532 0.22
H -0.468 -2.135 -5.866 0.41
H -0.294 -4.029 -7.059 0.43
H -1.639 -5.082 -7.178 0.44
H -3.977 -2.874 -5.767 0.42
H -3.752 -4.308 -6.671 0.44
C -4.495 0.954 3.313 -0.39
N -3.866 1.561 2.102 -0.38
C -4.644 2.607 1.376 -0.40
C -2.733 1.172 1.688 0.76
N -1.681 0.807 1.303 -0.68
H -5.400 0.439 3.000 0.25
H -4.732 1.761 4.003 0.25
H -3.801 0.254 3.771 0.23
H -5.549 2.148 0.983 0.25
H -4.040 3.020 0.574 0.22
H -4.892 3.386 2.094 0.26
C -0.274 -2.335 3.286 -0.61
C 1.033 -1.581 3.528 -0.73
P 0.952 0.172 3.049 1.06
C -0.230 1.004 4.155 -0.72
C 0.225 1.012 5.620 -0.62
C 2.584 0.961 3.300 -0.71
C 3.499 0.212 4.278 -0.61
H -0.137 -3.394 3.501 0.27
H -0.618 -2.261 2.248 0.19
H -1.074 -1.977 3.934 0.23
H 1.865 -2.033 2.983 0.26
H 1.307 -1.601 4.585 0.28
H -1.189 0.492 4.053 0.23
H -0.362 2.024 3.784 0.25
H 0.258 0.008 6.041 0.23
H -0.483 1.591 6.210 0.26
H 1.202 1.478 5.744 0.23
H 2.368 1.968 3.667 0.27
H 3.076 1.084 2.337 0.25
H 3.060 0.122 5.270 0.23
H 4.428 0.772 4.381 0.27
H 3.753 -0.784 3.919 0.22
N 2.571 -2.209 -0.013 -0.74
C 2.941 -0.938 -0.148 0.30
N 2.121 0.112 0.079 -0.64
C 2.820 1.338 -0.087 0.05
C 2.295 2.606 0.138 -0.28
C 3.122 3.705 -0.045 -0.15
C 4.449 3.537 -0.445 -0.16
C 4.981 2.274 -0.650 -0.19
C 4.147 1.181 -0.460 -0.14
S 4.544 -0.520 -0.600 0.54
H 1.596 -2.469 0.014 0.43
H 3.226 -2.946 -0.235 0.45
H 1.277 2.757 0.502 0.20
H 2.742 4.701 0.137 0.26
H 5.078 4.406 -0.581 0.27
H 6.016 2.151 -0.940 0.27



Number 1: molar mass 919.91 g mol⁻¹. Number 2: molar mass 795.44 g mol⁻¹. Number 3: molar mass 70.13 g mol⁻¹. Number 4: molar mass 856.11 g mol⁻¹. Number 5: molar mass 122.22 g mol⁻¹. Number 6: molar mass 698.87 g mol⁻¹.